Record 1
210
Properties=species:S:1:pos:R:3:forces:R:3 method="wB97M-V/def2-TZVPD" relative_energy_kcal_mol=0.0 multiplicity=1 e_homo_ev=-8.32 homo_lumo_gap_ev=8.7301
C -0.259883 0.132965 0.006706 1.1 3.1 0.9
O -0.451612 -0.889051 0.575006 -0.1 -4.0 3.0
N 0.513756 1.163827 0.465106 0.8 -0.1 0.8
N -0.885703 0.396771 -1.083947 -1.9 0.8 -4.1
H 0.627230 2.072663 0.039376 -0.5 -0.3 -0.3
H 0.997258 1.016645 1.339550 0.2 -0.1 -0.1
H -0.733212 1.289810 -1.530413 -0.4 0.0 -0.1
H -1.703018 -0.149406 -1.315894 0.2 0.0 0.0
C 6.723010 1.604199 0.131274 -2.7 0.4 -0.4
O 6.008338 2.569914 0.203643 -2.3 1.3 -0.1
N 7.964610 1.718847 0.305105 7.5 0.0 1.2
N 6.353236 0.362010 -0.180870 -2.1 -1.7 -0.7
H 8.433179 2.593284 0.494569 -0.5 -0.2 0.0
H 8.556921 0.906961 0.204498 0.1 0.4 0.0
H 6.893133 -0.476719 -0.022344 -0.2 0.4 -0.1
H 5.406880 0.321410 -0.531403 0.1 -0.6 0.2
C 1.328681 4.823954 1.199559 -1.7 1.3 0.4
O 0.145662 4.726704 1.360576 -4.0 -1.6 0.4
N 2.198112 4.399457 2.020660 3.2 -3.5 4.2
N 1.816085 5.634861 0.366150 2.7 3.4 -5.2
H 1.787565 4.038532 2.869942 0.8 -0.4 0.0
H 3.187073 4.532108 1.864247 -0.3 -0.2 0.5
H 2.821204 5.695145 0.287384 -0.4 0.4 -0.3
H 1.215544 6.216579 -0.200469 0.0 0.1 -0.2
C -1.241802 1.168797 -5.175177 0.7 2.0 -1.4
O -0.435448 2.054945 -5.428843 0.0 1.1 -0.3
N -0.963278 0.133144 -4.472421 1.9 -3.4 3.0
N -2.474009 1.098011 -5.634889 -3.2 0.0 -1.1
H -1.601987 -0.647050 -4.413609 -0.2 0.1 0.2
H -0.061859 0.041262 -4.026211 0.1 0.1 -0.3
H -2.963965 0.269824 -5.328066 -0.4 0.2 -0.2
H -2.997833 1.822695 -6.104499 0.7 -0.1 0.1
C -4.169964 -4.113648 5.236592 -1.7 -1.5 4.3
O -4.069388 -4.567039 6.400517 -1.1 0.2 -1.7
N -3.190570 -3.597656 4.627541 5.4 2.3 -2.7
N -5.259281 -3.954058 4.466128 -2.9 -1.0 0.3
H -3.368925 -3.282117 3.684816 0.9 0.4 -0.1
H -2.313532 -3.428345 5.098965 -0.2 -0.2 -0.3
H -6.098798 -4.415953 4.785435 0.1 0.2 -0.4
H -5.180618 -3.613814 3.518423 -0.2 -0.2 0.2
C -2.446914 9.087107 1.261775 0.5 -0.2 1.4
C -1.467096 8.041977 0.785155 -0.9 1.1 -0.8
C -0.462882 8.624914 -0.278680 0.1 -1.7 0.7
O 0.120755 7.472260 -0.928918 -0.2 0.3 -0.8
C 0.232346 7.607183 -2.357251 0.7 -0.7 1.0
N -0.851351 7.351646 1.928155 1.0 0.5 -1.4
H -3.021421 9.639939 0.518534 0.2 -0.2 0.0
H -1.904691 9.730100 1.955067 -0.1 0.6 -0.2
H -3.082126 8.502417 1.927176 -0.7 0.3 -0.1
H -2.102577 7.324330 0.266264 0.2 -0.2 -0.7
H 0.361400 9.206984 0.133441 -0.1 0.1 0.5
H -0.914640 9.249904 -1.049009 -0.6 -0.1 0.2
H -0.735651 7.520303 -2.850740 -0.1 0.6 0.0
H 0.816330 6.751780 -2.696871 0.1 0.0 0.0
H 0.834169 8.491131 -2.568309 -0.4 0.2 -0.4
H -0.514543 6.544045 1.423739 0.8 -0.7 0.6
H -1.509329 6.933405 2.570216 -0.6 0.3 -0.1
C -5.863353 -2.215207 0.960701 0.5 1.2 -1.1
C -4.421282 -1.837275 0.541789 -1.6 0.3 -2.5
C -4.243235 -0.382270 -0.055814 -0.4 0.5 1.6
O -3.914655 -0.218720 -1.412703 -0.2 1.2 -0.8
C -3.937515 1.193037 -1.864087 0.2 -1.1 -0.5
N -3.623181 -1.961683 1.670593 1.4 -1.0 1.6
H -6.097908 -1.639014 1.855730 -0.2 -0.2 0.2
H -5.997307 -3.289205 1.089902 0.1 0.1 0.1
H -6.500679 -1.853954 0.153609 -0.5 -0.2 0.1
H -4.143617 -2.515438 -0.265117 0.3 -0.3 0.0
H -3.452695 0.081020 0.534523 0.4 -0.1 0.0
H -5.106951 0.214892 0.236567 -0.5 0.1 -0.4
H -3.807441 1.942507 -1.083402 -0.3 -0.4 0.4
H -4.815249 1.373928 -2.484543 -0.5 0.0 0.5
H -3.131757 1.371428 -2.576140 0.4 -0.5 0.1
H -2.671827 -1.767893 1.392251 0.6 0.1 0.3
H -3.915079 -1.197349 2.262780 0.5 0.1 0.3
C 1.372750 -7.499418 -1.331886 -1.5 -0.6 -0.5
C 2.533111 -6.950268 -0.598325 1.1 -0.6 1.7
C 3.878867 -7.724582 -0.716367 -0.1 0.1 0.5
O 4.802554 -7.243014 0.301051 -1.0 -0.6 -1.2
C 5.924198 -8.073414 0.465937 0.9 0.6 -0.2
N 2.634718 -5.561786 -0.941654 1.2 0.8 -0.4
H 1.583664 -7.562955 -2.399395 0.1 -0.7 -0.1
H 0.540409 -6.795871 -1.313806 0.2 0.4 0.3
H 0.877319 -8.363932 -0.889992 0.6 -0.7 -0.4
H 2.378474 -7.043413 0.476622 -0.3 0.3 0.2
H 4.284357 -7.774832 -1.726896 0.4 0.9 -0.3
H 3.711772 -8.787938 -0.544801 -0.4 -0.2 0.5
H 6.460300 -7.714472 1.344489 -0.4 -0.3 0.4
H 6.673669 -7.930837 -0.312565 -0.1 0.1 -0.6
H 5.739546 -9.147581 0.479498 -0.5 -0.1 0.4
H 1.833445 -5.044514 -0.609255 -0.1 0.0 0.2
H 2.561159 -5.574758 -1.948894 0.1 0.6 -0.4
C -1.633319 1.668000 3.390853 -0.1 -1.4 -1.6
C -2.744796 2.239018 2.514587 0.7 0.4 0.4
C -4.090016 1.827539 3.124868 -0.7 0.3 -0.4
O -4.282177 0.404851 3.012986 -0.1 0.7 0.5
C -4.639603 -0.202083 4.243213 -0.8 -0.8 -0.3
N -2.483900 3.664175 2.333796 -1.9 -0.2 0.1
H -1.686900 2.039812 4.414073 0.0 -0.4 0.0
H -0.642096 1.773480 2.949874 0.0 0.8 0.1
H -1.764749 0.601383 3.208691 0.0 -0.6 1.3
H -2.725101 1.862567 1.491848 0.1 -0.6 0.1
H -4.940069 2.296002 2.628828 0.1 0.2 -0.5
H -4.262458 2.113651 4.162412 0.7 0.1 0.3
H -5.386846 0.370686 4.792462 0.7 0.6 0.5
H -3.753751 -0.570262 4.760719 -0.1 0.5 0.5
H -5.266832 -1.076023 4.067440 0.3 -0.4 -0.6
H -2.359579 4.005886 3.276073 0.6 0.7 -0.2
H -1.648009 3.709006 1.768651 0.4 0.6 0.5
C 1.810860 2.805179 5.532565 2.2 -1.1 -1.0
C 1.338961 4.060771 6.162484 -1.1 1.1 -1.0
C 1.631102 5.371004 5.357299 0.1 -1.6 -0.9
O 1.107557 6.527441 5.914875 0.0 0.8 0.5
C 1.381590 7.682931 5.120280 -0.1 0.3 0.0
N -0.082346 3.831296 6.382030 -0.1 1.0 1.5
H 2.850893 2.888953 5.217257 0.6 -0.1 0.5
H 1.412165 2.415517 4.595914 -1.1 0.8 -0.2
H 1.698349 1.928313 6.170180 0.2 0.3 0.4
H 1.800341 4.269100 7.127796 0.1 -0.6 0.2
H 1.221651 5.263346 4.352875 -0.3 -0.1 -0.3
H 2.709521 5.403495 5.202227 0.5 0.4 0.2
H 1.125747 8.603249 5.645309 0.0 -0.3 0.5
H 0.799733 7.746444 4.200764 -0.1 -0.6 -0.2
H 2.439646 7.753766 4.868112 0.2 -0.2 0.0
H -0.652195 4.053101 5.578178 0.2 0.0 -0.4
H -0.247296 4.576404 7.043614 -1.2 0.0 0.3
C 2.801241 2.776066 -1.959332 -1.6 -0.1 0.6
C 1.532621 2.553275 -2.849376 1.8 -1.2 0.9
C 0.390515 3.529984 -2.672558 0.4 0.8 -1.3
O -0.665531 3.013163 -1.837836 0.9 1.8 -0.7
C -1.708387 3.992701 -1.658577 -0.2 -0.7 0.2
N 2.019643 2.456074 -4.213310 -0.5 1.4 -0.2
H 3.397607 3.565393 -2.416964 0.0 0.0 0.2
H 3.403860 1.887484 -1.771269 0.0 -0.2 -0.6
H 2.479520 3.044956 -0.953207 0.1 0.4 0.2
H 1.079715 1.572638 -2.703347 -0.1 -0.2 1.1
H 0.028690 3.807910 -3.662474 -0.7 -0.9 -0.4
H 0.763673 4.531392 -2.458019 0.1 0.1 1.5
H -1.648234 4.875320 -2.295339 0.5 -0.1 -0.1
H -1.729990 4.302549 -0.613767 0.0 0.1 0.0
H -2.637245 3.495617 -1.938263 -0.1 0.1 0.2
H 1.127400 2.219629 -4.623302 0.3 -0.2 -1.5
H 2.618602 1.646206 -4.287254 0.0 -0.1 0.1
C -3.894642 -3.344369 -5.386579 0.1 0.1 -0.5
C -3.295539 -2.933837 -4.049108 -2.2 -0.7 0.8
C -2.046037 -3.560690 -3.561704 2.6 0.1 -0.8
O -2.066756 -4.955812 -3.683343 -0.6 -1.8 0.2
C -0.902503 -5.715226 -3.289368 0.3 2.4 0.8
N -3.333945 -1.507548 -3.824046 0.6 1.2 -1.7
H -4.054878 -4.421119 -5.441556 0.2 0.0 0.1
H -3.381698 -3.029846 -6.295472 0.5 0.0 0.1
H -4.884268 -2.896189 -5.475318 -0.2 0.1 0.1
H -4.097651 -3.218065 -3.367981 0.1 -1.3 0.4
H -1.765543 -3.090348 -2.619258 -0.5 -0.7 1.1
H -1.144230 -3.270696 -4.100926 0.0 0.7 -1.0
H -0.544636 -5.202062 -2.396797 -0.2 -0.7 0.7
H 0.001044 -5.558647 -3.878593 -0.3 -0.1 -1.2
H -1.059083 -6.782121 -3.130238 -0.6 0.4 -0.1
H -3.221634 -1.217140 -2.863247 0.0 -0.4 0.3
H -4.286765 -1.267678 -4.057939 -0.1 0.5 0.0
C -1.208291 -4.680277 0.126363 0.2 -0.2 0.6
C -0.975381 -5.099620 1.578760 0.8 -1.0 0.9
C -0.625352 -6.615694 1.850825 -1.6 0.5 -1.0
O -1.677680 -7.396971 1.311832 -0.9 -1.0 -0.2
C -1.572537 -8.835053 1.338784 0.2 0.8 -0.5
N 0.201486 -4.417911 2.130639 0.3 1.2 -0.4
H -1.686565 -3.700917 0.141167 -0.2 0.0 -0.1
H -1.838666 -5.425192 -0.359245 0.0 0.2 -0.1
H -0.278830 -4.535193 -0.424221 0.1 -0.3 0.0
H -1.885061 -4.806910 2.103080 -0.2 -0.4 0.3
H -0.625329 -6.812320 2.922947 0.6 0.2 0.2
H 0.309885 -6.840830 1.338249 0.3 -0.1 0.3
H -0.834343 -9.132088 0.593844 0.4 -0.2 0.2
H -2.504346 -9.289996 1.002846 -0.2 0.5 0.0
H -1.364221 -9.287637 2.308257 0.3 0.4 0.2
H 0.234675 -4.280839 3.130752 -0.3 -0.9 0.4
H 0.158714 -3.446633 1.856960 0.0 0.4 -0.6
C 2.799314 -1.669767 0.225004 0.6 0.6 1.7
C 3.247600 -1.736817 1.785931 -0.9 -1.4 -1.5
C 2.325806 -0.942118 2.745016 -0.7 0.3 -0.4
O 2.266970 0.458109 2.580831 2.3 1.2 0.2
C 3.559307 1.099365 2.745845 -0.8 0.4 -0.7
N 3.156288 -3.164548 2.185820 -0.2 0.8 0.6
H 3.383361 -2.301390 -0.444346 0.5 -0.1 0.4
H 2.879108 -0.646558 -0.142130 -0.3 0.1 0.0
H 1.783645 -2.057261 0.145241 -0.2 0.4 0.1
H 4.288326 -1.452660 1.941649 0.0 0.3 -0.2
H 2.548149 -1.115604 3.797896 0.3 -0.6 0.0
H 1.259169 -1.091517 2.577497 0.0 -1.3 -0.1
H 3.341140 2.162381 2.848279 0.1 -0.1 0.2
H 4.174467 1.010115 1.850452 0.0 -0.2 -0.2
H 4.155302 0.757120 3.591870 -0.4 -0.3 0.3
H 3.724000 -3.767142 1.607303 0.3 0.1 -0.2
H 2.208276 -3.455846 1.994712 -0.2 -0.4 0.1
C 3.356284 0.040345 -6.865563 2.0 0.2 0.7
C 2.177077 -0.885701 -6.628188 1.9 1.5 -0.6
C 2.067817 -1.336063 -5.246665 1.4 -2.8 3.4
O 2.066887 -0.449838 -4.159851 -1.1 2.7 1.5
C 2.265898 -0.883345 -2.767982 0.0 -1.0 -2.0
N 1.016721 -0.212357 -7.009091 -2.3 -0.3 -0.7
H 3.681711 0.108832 -7.903601 -0.3 -0.2 -0.2
H 4.232280 -0.291138 -6.308031 0.3 -0.4 -0.1
H 3.289622 1.065997 -6.502654 -0.9 0.1 0.0
H 2.442776 -1.802811 -7.153933 -0.7 -0.2 -0.4
H 2.990930 -1.863754 -5.006904 0.2 -1.0 -0.6
H 1.237580 -2.026200 -5.096633 -0.3 -0.2 -0.4
H 1.703754 -1.788099 -2.536617 -0.4 -0.1 -0.2
H 1.929935 -0.117555 -2.068845 0.3 0.2 -0.5
H 3.305768 -1.189373 -2.653434 0.2 0.4 0.2
H 0.851011 0.461444 -6.275169 -0.4 0.6 -0.5
H 1.093395 0.225759 -7.915880 0.0 0.3 0.2

Record 2
62
Properties=species:S:1:pos:R:3:forces:R:3 method="wB97M-V/def2-TZVPD" total_charge=+1 relative_energy_kcal_mol=32.0 multiplicity=1 e_homo_ev="-10.37 / -10.31" homo_lumo_gap_ev="5.9992 / 6.0049"
C 1.306765 1.298150 -0.151088 -0.5 -1.7 1.9
C 0.477659 2.274586 -0.811600 -1.5 0.3 0.4
C -0.826734 2.198227 -0.226572 0.4 -0.3 0.2
H 0.807058 2.997974 -1.569934 -0.2 -0.4 0.5
C -0.800789 1.189847 0.781233 -0.7 1.4 -1.2
C 0.513549 0.627952 0.817260 2.3 0.4 -1.5
H 0.837213 -0.166093 1.495966 0.0 0.4 -0.3
H 2.368162 1.132146 -0.341408 -0.4 0.0 0.0
H -1.654200 2.867429 -0.462557 0.3 -0.4 0.1
H -1.619968 0.919401 1.457164 0.3 0.2 -0.4
In -1.453974 -3.048647 -0.241499 -1.7 -0.3 -1.5
C -1.259967 -2.228803 -3.034721 -1.4 0.0 -1.8
H -2.213558 -2.147726 -2.436051 1.4 -0.1 -0.6
H -0.514271 -2.987705 -2.714066 -0.8 0.4 -0.1
H -1.623156 -2.414737 -4.094696 0.8 0.0 0.9
Si -0.355097 -0.415379 -3.147657 -0.7 -1.6 -1.8
C 1.232854 -0.904062 -4.073444 0.0 -0.6 0.3
C 2.158197 0.119160 -4.274784 0.8 -0.4 0.1
H 1.878937 1.158675 -4.156649 -0.1 0.0 0.1
C 3.497033 -0.170048 -4.532296 0.3 -0.1 -0.3
H 4.190225 0.668627 -4.599629 0.0 -0.3 -0.1
C 3.946471 -1.492324 -4.675306 -0.5 0.2 0.2
H 5.007845 -1.726416 -4.826066 -0.5 0.2 0.0
C 2.995562 -2.515167 -4.586201 0.2 0.2 -0.1
H 3.292894 -3.554717 -4.723189 0.0 0.2 0.0
C 1.660878 -2.222036 -4.293506 0.3 -0.3 0.1
H 1.000293 -3.093758 -4.213147 0.0 0.5 0.0
C -1.556701 0.557489 -4.179585 -0.2 0.0 0.2
C -1.050337 1.100305 -5.368399 -0.2 0.5 0.2
H -0.219992 0.610745 -5.902003 -0.3 0.4 0.4
C -1.585246 2.300961 -5.835006 -0.2 -0.3 -0.2
H -1.121454 2.776017 -6.693299 -0.2 0.0 0.0
C -2.702276 2.868008 -5.215462 0.1 -0.3 0.4
H -3.141976 3.780677 -5.605786 0.1 -0.1 0.1
C -3.272592 2.252487 -4.094193 -0.1 -0.5 0.0
H -4.170343 2.666781 -3.636313 0.2 0.0 -0.1
C -2.703688 1.082003 -3.560421 0.3 0.5 -0.5
H -3.111877 0.583803 -2.662083 0.2 0.5 -0.5
H -0.640469 -0.498538 -1.688762 0.1 0.1 1.2
H 0.362776 0.817826 -2.739441 0.4 1.1 1.0
C 2.988631 -3.925205 0.066048 0.1 -0.2 0.2
C 1.737798 -3.594438 -0.480189 -0.9 -0.4 1.3
N 0.639270 -3.567486 0.312291 1.6 0.7 0.1
C 0.746060 -3.637753 1.672471 1.8 -0.3 -1.0
C 1.990090 -3.983030 2.267596 -1.3 0.1 -0.1
C 3.086199 -4.185583 1.429263 0.4 0.0 -0.5
C 2.069535 -4.074985 3.693249 0.0 0.1 0.7
C 1.058550 -3.602728 4.480090 0.5 -0.2 0.1
C -0.111725 -3.014715 3.890568 -0.1 -0.4 -1.1
C -1.083389 -2.298955 4.604236 -0.5 0.2 0.0
C -2.158960 -1.693116 3.943770 0.1 -0.1 0.5
C -2.351961 -1.904062 2.571278 1.6 -1.3 0.0
N -1.456491 -2.670561 1.903764 0.4 1.0 1.7
C -0.314210 -3.151258 2.488817 -1.4 0.9 1.3
H 3.856563 -3.993774 -0.588316 -0.2 0.0 0.2
H 1.592020 -3.345597 -1.537838 0.1 -0.3 0.4
H 4.011605 -4.507920 1.919874 -0.2 0.2 -0.5
H 2.992786 -4.498206 4.116480 -0.6 0.3 0.0
H 1.119618 -3.636446 5.573413 0.1 0.0 -0.5
H -0.938236 -2.254068 5.692039 -0.3 0.3 -0.5
H -2.878328 -1.069114 4.475151 0.3 -0.3 0.0
H -3.194832 -1.492718 1.996837 0.4 -0.3 0.3